1.
{"formula": "C5H6ClNO3P", "method": "the ωB97M-V functional and the def2-TZVPD basis", "symbols": ["C", "C", "C", "C", "C", "N", "O", "O", "O", "P", "Cl", "H", "H", "H", "H", "H", "H"], "xyz": [[-2.049, 1.851, 4.575], [-1.815, -0.476, 3.543], [-2.098, 0.597, 4.021], [1.299, 0.303, 0.027], [0.513, 0.589, -1.207], [-1.967, 2.889, 5.056], [0.082, -2.111, -1.209], [-0.966, -2.599, 1.074], [0.528, -0.515, 0.827], [-0.534, -1.642, 0.032], [1.378, 1.736, -2.205], [-1.751, -1.407, 2.925], [-1.438, -0.577, -0.323], [2.365, -0.161, -0.125], [1.402, 1.199, 0.588], [0.240, -0.303, -1.784], [-0.264, 1.095, -0.681]], "mulliken_charge": [0.22, -0.15, -0.04, -0.31, -0.43, -0.43, -0.71, -0.71, -0.34, 0.66, -0.26, 0.39, 0.00, 0.20, 0.30, 0.33, 0.28], "total_energy_ha": -1276.1984, "lumo_ev": 3.2, "total_charge": -1, "orbital_gap_ev": 9.21}

***

2.
{"formula": "C4H8S3", "method": "the ωB97M-V functional and the def2-TZVPD basis", "symbols": ["C", "C", "C", "C", "S", "S", "S", "H", "H", "H", "H", "H", "H", "H", "H"], "xyz": [[0.768, 1.115, -0.782], [0.371, -0.318, -0.790], [-1.146, 0.472, 0.762], [1.408, -1.342, -0.356], [-0.636, 2.029, -0.110], [-0.762, 0.154, 2.479], [-2.671, -0.395, 0.261], [1.501, 1.272, 0.067], [1.013, 1.555, -1.669], [-0.352, -0.544, -1.565], [0.852, -2.221, 0.089], [1.962, -0.908, 0.513], [2.104, -1.729, -1.078], [-1.776, 0.906, 3.203], [-2.637, -0.045, -1.023]], "mulliken_charge": [-0.46, -0.19, 0.00, -1.16, -0.08, -0.24, -0.13, 0.24, 0.46, 0.37, 0.29, 0.28, 0.36, 0.15, 0.12], "total_energy_ha": -1351.6377, "de_lowest_kcal_mol": 76.5, "lumo_ev": [-0.4, -0.2], "total_charge": 0, "orbital_gap_ev": [7.55, 7.70]}